1 | # C21H22N2O4

A single C21H22N2O4 molecule (the ωB97M-V functional and the def2-TZVPD basis, the Open Molecules 2025 dataset).

Atoms and positions in Å:
C  1.008  -3.427  1.835
C  1.200  -1.978  1.510
C  0.420  -0.996  2.105
C  0.648  0.344  1.848
C  1.680  0.735  1.007
C  2.450  -0.246  0.392
C  2.205  -1.583  0.634
H  2.815  -2.332  0.152
H  3.254  0.036  -0.271
C  1.974  2.196  0.781
N  1.383  2.719  -0.432
C  0.404  3.653  -0.439
O  -0.161  4.083  0.542
C  0.140  4.034  -1.890
H  0.042  5.114  -1.983
C  1.336  3.464  -2.650
H  1.078  3.099  -3.643
H  2.113  4.222  -2.754
C  1.839  2.325  -1.741
H  2.929  2.231  -1.768
C  1.246  0.993  -2.232
O  1.835  0.292  -3.027
N  0.002  0.749  -1.785
H  -0.381  1.324  -1.050
C  -0.769  -0.402  -2.200
C  -1.386  -1.135  -1.039
C  -1.222  -2.504  -0.908
C  -1.815  -3.224  0.127
C  -2.557  -2.513  1.035
C  -2.725  -1.132  0.915
C  -2.161  -0.425  -0.116
H  -2.325  0.637  -0.199
O  -3.505  -0.677  1.942
C  -3.824  -1.812  2.718
O  -3.223  -2.955  2.148
H  -4.917  -1.944  2.746
H  -3.451  -1.673  3.746
H  -1.695  -4.290  0.216
H  -0.622  -3.033  -1.633
H  -0.090  -1.051  -2.757
H  -1.567  -0.069  -2.880
H  -0.803  3.585  -2.209
H  1.561  2.794  1.598
H  3.058  2.352  0.733
H  0.032  1.095  2.321
H  -0.365  -1.282  2.789
H  1.788  -3.757  2.523
H  0.044  -3.599  2.306
H  1.079  -4.036  0.937

- Orbital gap: 8.992 eV
- Net charge: 0
- SMILES: Cc1ccc(CN2C(=O)CC[C@@H]2C(=O)NCc2ccc3c(c2)OCO3)cc1
- HOMO level: -8.259 eV
- LUMO: 0.0269 hartree

Atomic partial charges in e from the natural (NBO) method, atoms 1 to 8: number 1, C, carries -0.632; number 2, C, carries -0.015; number 3, C, carries -0.161; number 4, C, carries -0.215; number 5, C, carries -0.056; number 6, C, carries -0.199; number 7, C, carries -0.211; number 8, H, carries 0.212

2 | # C21H22N2O4

A single C21H22N2O4 molecule (the ωB97M-V functional and the def2-TZVPD basis, the Open Molecules 2025 dataset).

Atoms and positions in Å:
O  -0.356  0.698  3.873
O  -2.598  -0.422  -1.096
O  3.449  1.099  -1.266
O  1.954  1.490  -3.097
C  0.400  0.424  2.890
C  -1.488  -0.296  -0.739
C  2.331  1.447  -1.751
C  -1.147  -1.247  0.315
C  0.157  -1.602  0.632
C  -2.094  3.331  -0.282
C  -1.084  2.387  -0.038
C  0.616  -4.944  2.566
C  -0.677  -5.415  2.354
C  1.062  -3.766  1.931
C  -1.598  -4.626  1.555
C  0.083  -2.904  1.250
C  -1.265  -3.351  1.168
N  -1.896  -2.334  0.573
N  0.227  1.060  1.660
C  3.009  1.698  -4.063
C  -2.679  3.811  -1.476
C  -0.694  2.210  1.470
C  1.490  -0.837  0.380
C  -0.688  0.488  -1.703
C  1.224  1.700  -0.699
C  1.251  0.773  0.617
C  -0.144  1.899  -1.144
H  0.899  -0.568  2.846
H  -2.605  3.563  0.667
H  1.322  -5.552  3.120
H  -0.914  -6.425  2.667
H  2.092  -3.450  2.099
H  -2.562  -4.976  1.706
H  -2.879  -2.299  0.288
H  3.271  0.718  -4.522
H  3.907  1.988  -3.533
H  2.648  2.563  -4.680
H  -1.979  3.702  -2.317
H  -3.126  4.913  -1.367
H  -3.532  3.151  -1.660
H  -0.233  3.156  1.946
H  -1.577  1.925  2.061
H  1.971  -1.032  -0.533
H  2.132  -1.256  1.159
H  -1.298  0.828  -2.513
H  0.138  -0.145  -2.106
H  1.489  2.653  -0.281
H  2.242  1.157  1.070
H  -0.252  2.615  -2.000

- Orbital gap: 7.981 eV
- Net charge: 0
- SMILES: C/C=C1/CN(C=O)[C@H]2Cc3c([nH]c4ccccc34)C(=O)C[C@@H]1[C@@H]2C(=O)OC
- HOMO level: -7.922 eV
- LUMO: 0.0022 hartree

Atomic partial charges in e from the natural (NBO) method, atoms 1 to 8: number 1, O, carries -0.614; number 2, O, carries -0.555; number 3, O, carries -0.595; number 4, O, carries -0.523; number 5, C, carries 0.517; number 6, C, carries 0.542; number 7, C, carries 0.815; number 8, C, carries 0.031

Least stable of them? 2.

1 | # C6H7NO3

2 unconnected molecules or ions with the total composition C6H7NO3 (the ωB97M-V functional and the def2-TZVPD basis, the Open Molecules 2025 dataset).

Atoms and positions in Å:
C  -0.040  1.294  -2.008
C  1.193  1.125  -1.532
C  -1.699  -2.005  -0.553
C  1.542  1.848  -0.482
C  0.186  0.276  1.161
C  0.432  -0.415  2.434
N  -1.563  -1.178  0.437
O  -1.068  -2.177  -1.574
O  1.912  2.703  0.184
O  -0.606  -0.050  0.319
H  -0.402  0.721  -2.827
H  -0.644  2.080  -1.794
H  1.968  0.321  -1.819
H  -2.420  -2.863  -0.145
H  1.215  0.129  3.013
H  0.531  -1.543  2.265
H  -0.539  -0.267  2.920

- Orbital gap (alpha / beta): 6.630 / 6.346 eV
- Net charge: 0
- HOMO level (alpha / beta): -8.008 / -7.863 eV
- LUMO (alpha / beta): -0.0506 / -0.0557 hartree

Atomic partial charges in e from the natural (NBO) method, atoms 1 to 8: number 1, C, carries -0.146; number 2, C, carries -0.479; number 3, C, carries 0.439; number 4, C, carries 0.799; number 5, C, carries 0.380; number 6, C, carries -0.777; number 7, N, carries -0.427; number 8, O, carries -0.707

2 | # C6H7NO3

A single C6H7NO3 molecule (the ωB97M-V functional and the def2-TZVPD basis, the Open Molecules 2025 dataset).

Atoms and positions in Å:
O  0.607  0.183  1.851
C  0.340  0.698  0.565
C  1.527  0.328  -0.341
O  1.982  1.046  -1.196
N  0.386  -1.471  -1.158
C  -0.833  -0.978  -0.809
C  -0.931  0.154  -0.055
C  -2.151  0.876  0.077
C  -3.211  1.430  0.295
H  1.241  0.740  2.311
H  0.285  1.799  0.590
H  0.487  -2.009  -2.006
H  -1.670  -1.298  -1.431
H  -4.117  1.999  0.398
H  2.236  -0.928  1.125
O  2.515  -0.787  0.206
H  1.306  -1.782  -0.422

- Orbital gap: 8.639 eV
- Net charge: 0
- SMILES: C#C/C(=C/N)[C@@H](O)C(=O)O
- HOMO level: -8.269 eV
- LUMO: 0.0136 hartree

Atomic partial charges in e from the natural (NBO) method, atoms 1 to 8: number 1, O, carries -0.712; number 2, C, carries -0.031; number 3, C, carries 0.800; number 4, O, carries -0.520; number 5, N, carries -0.865; number 6, C, carries 0.103; number 7, C, carries -0.223; number 8, C, carries -0.032

3 | # C6H7NO3

A molecular structure, C6H7NO3 (the ωB97M-V functional and the def2-TZVPD basis, the Open Molecules 2025 dataset).

Atoms and positions in Å:
C  -2.063  0.490  -0.317
C  -1.998  -0.892  -0.499
C  -0.874  0.860  0.249
C  -0.856  -1.339  0.064
C  2.164  0.603  -0.572
C  1.739  -0.086  0.683
N  -0.162  -0.240  0.545
O  2.448  -0.786  -0.282
O  -0.384  2.163  0.282
O  -0.410  -2.648  0.255
H  -2.887  1.075  -0.607
H  -2.771  -1.479  -0.609
H  1.416  0.914  -1.366
H  2.914  1.296  -0.435
H  2.124  -0.048  1.801
H  -1.008  2.881  0.426
H  0.608  -2.762  0.383

- Orbital gap: 7.622 eV
- Net charge: 0
- HOMO level: -7.063 eV
- LUMO: 0.0205 hartree

Atomic partial charges in e from the natural (NBO) method, atoms 1 to 8: number 1, C, carries -0.373; number 2, C, carries -0.348; number 3, C, carries 0.396; number 4, C, carries 0.405; number 5, C, carries -0.114; number 6, C, carries 0.265; number 7, N, carries -0.416; number 8, O, carries -0.463

Least stable of them? 1.

1 | # C4H14O3

4 unconnected molecules or ions with the total composition C4H14O3 (the ωB97M-V functional and the def2-TZVPD basis, the Open Molecules 2025 dataset).

Atoms and positions in Å:
C  -1.093  -1.383  0.848
C  -1.432  -0.541  -0.304
C  -2.042  0.609  0.002
C  -1.304  -1.105  -1.682
H  -0.045  -1.297  1.145
H  -1.226  -2.476  0.816
H  -1.628  -1.150  1.757
H  -1.971  1.541  -0.562
H  -2.412  0.805  1.008
H  -2.245  -1.126  -2.241
H  -1.061  -2.161  -1.672
H  -0.614  -0.541  -2.295
H  -0.163  2.616  0.239
H  0.981  3.026  1.156
O  0.796  2.683  0.275
H  1.015  0.623  -1.042
H  2.197  -0.057  -1.814
O  1.719  -0.026  -0.978
H  3.639  0.579  2.267
H  3.530  -0.310  1.062
O  3.360  -0.309  2.013

- Orbital gap: 9.592 eV
- Net charge: 0
- SMILES: C=C(C)C.O.O.O
- HOMO level: -9.004 eV
- LUMO: 0.0216 hartree

Atomic partial charges in e from the natural (NBO) method, atoms 1 to 8: number 1, C, carries -0.658; number 2, C, carries 0.038; number 3, C, carries -0.439; number 4, C, carries -0.650; number 5, H, carries 0.246; number 6, H, carries 0.208; number 7, H, carries 0.217; number 8, H, carries 0.178

2 | # C4H14O3

4 unconnected molecules or ions with the total composition C4H14O3 (the ωB97M-V functional and the def2-TZVPD basis, the Open Molecules 2025 dataset).

Atoms and positions in Å:
C  -0.733  1.197  2.035
C  -1.279  0.762  0.723
C  -1.239  -0.487  0.212
C  -2.196  -1.029  -0.792
H  -1.220  1.997  2.587
H  -0.550  0.343  2.687
H  0.295  1.568  1.889
H  -1.884  1.379  0.069
H  -0.503  -1.213  0.552
H  -2.283  -2.102  -0.592
H  -3.174  -0.556  -0.747
H  -1.791  -1.043  -1.810
H  2.813  -1.634  1.864
H  2.400  -0.844  0.733
O  2.024  -1.146  1.572
H  1.758  1.280  -0.168
H  1.217  2.182  -1.228
O  1.630  1.312  -1.117
H  1.485  -0.840  -3.555
H  1.485  -0.128  -2.278
O  1.744  -0.996  -2.637

- Orbital gap: 9.039 eV
- Net charge: 0
- SMILES: C/C=C/C.O.O.O
- HOMO level: -8.557 eV
- LUMO: 0.0177 hartree

Atomic partial charges in e from the natural (NBO) method, atoms 1 to 8: number 1, C, carries -0.649; number 2, C, carries -0.222; number 3, C, carries -0.163; number 4, C, carries -0.653; number 5, H, carries 0.223; number 6, H, carries 0.230; number 7, H, carries 0.197; number 8, H, carries 0.186

Least stable of them? 1.

1 | # C4H14O3

4 unconnected molecules or ions with the total composition C4H14O3 (the ωB97M-V functional and the def2-TZVPD basis, the Open Molecules 2025 dataset).

Atoms and positions in Å:
C  2.376  0.220  -1.074
C  1.397  -0.291  -0.032
C  1.230  0.382  1.111
C  0.163  -0.081  2.098
H  2.984  0.967  -0.564
H  1.790  0.698  -1.863
H  3.012  -0.541  -1.520
H  0.782  -1.129  -0.332
H  1.904  1.172  1.414
H  -0.038  -1.111  1.777
H  -0.802  0.422  2.088
H  0.481  -0.176  3.137
H  -1.727  1.556  -0.440
H  -0.202  1.339  -0.673
O  -1.053  1.455  -1.150
H  -1.882  -1.708  -2.120
H  -1.078  -0.378  -1.893
O  -1.264  -1.253  -1.504
H  -2.777  -0.877  1.184
H  -2.280  -0.424  -0.140
O  -3.015  -0.243  0.496

- Orbital gap: 10.281 eV
- Net charge: 0
- SMILES: C/C=C/C.O.O.O
- HOMO level: -9.563 eV
- LUMO: 0.0264 hartree

Atomic partial charges in e from the natural (NBO) method, atoms 1 to 8: number 1, C, carries -0.643; number 2, C, carries -0.192; number 3, C, carries -0.215; number 4, C, carries -0.655; number 5, H, carries 0.209; number 6, H, carries 0.212; number 7, H, carries 0.218; number 8, H, carries 0.222

2 | # C4H14O3

3 unconnected molecules or ions with the total composition C4H14O3 (the ωB97M-V functional and the def2-TZVPD basis, the Open Molecules 2025 dataset).

Atoms and positions in Å:
C  -0.657  -2.335  0.015
O  0.304  -3.369  0.551
C  -0.069  -1.494  -1.122
C  -0.761  -0.069  -1.266
C  0.209  1.055  -1.826
H  -0.875  -1.598  0.726
H  -1.518  -2.870  -0.370
H  0.636  -3.216  1.397
H  1.027  -1.565  -1.066
H  -0.300  -1.844  -2.124
H  -1.640  -0.221  -1.771
H  -0.883  0.313  -0.260
H  -0.172  1.831  -1.277
H  1.229  0.519  -1.737
H  0.128  1.330  -2.886
H  0.298  1.618  2.031
H  0.481  0.818  3.145
O  -0.106  1.545  2.933
H  0.756  3.800  -0.733
H  1.315  4.208  0.627
O  0.700  3.566  0.203

- Orbital gap: 10.811 eV
- Net charge: 0
- SMILES: CCCCO.O.O
- HOMO level: -10.265 eV
- LUMO: 0.0200 hartree

Atomic partial charges in e from the natural (NBO) method, atoms 1 to 8: number 1, C, carries -0.063; number 2, O, carries -0.751; number 3, C, carries -0.432; number 4, C, carries -0.379; number 5, C, carries -0.622; number 6, H, carries 0.169; number 7, H, carries 0.182; number 8, H, carries 0.468

Least stable of them? 2.